Density functional theory data (the ωB97M-V functional and the def2-TZVPD basis) for 7 unconnected molecules or ions with the total composition C41H68F18O14P at a distorted geometry.

The charge is -1. The strongest force on any atom is 0.0889 Eh/bohr. For the total energy, the calculation gives -4795.096995 hartree. Its HOMO energy is -4.1 eV.

Last column: Löwdin charge in e.
Geometry (Å):
1 C 0.42826 -0.24975 -1.01332  -0.125
2 C -0.66519 -1.33462 -0.44300  -0.237
3 C -1.70130 -1.92397 -1.56865  -0.230
4 C -3.14126 -1.08242 -1.65431  -0.177
5 C -2.77417 0.32124 -2.47679  -0.200
6 C -3.97049 0.83188 -3.47356  -0.218
7 C -5.45459 0.93930 -2.78735  -0.212
8 C -5.48239 1.57233 -1.27589  -0.215
9 C -5.59046 3.20643 -1.20557  -0.228
10 C -4.43880 4.02167 -2.03467  -0.208
11 C -2.92795 3.94116 -1.41115  -0.206
12 C -2.84031 3.61992 0.19151  -0.199
13 C -1.27598 3.24244 0.64776  -0.206
14 C -0.21047 4.46051 0.38799  -0.223
15 C 1.30434 3.90755 0.00952  -0.311
16 P 1.90001 4.38080 -1.74242  0.406
17 O 0.46351 3.65955 -2.49767  -0.417
18 C 0.07772 4.68556 -3.50062  -0.286
19 C 0.46763 6.14553 -2.81106  -0.261
20 O 1.45507 6.08810 -1.68677  -0.413
21 H 1.29107 -0.04931 -0.22128  0.074
22 H -0.03476 0.82393 -1.24271  0.067
23 H 0.96209 -0.59625 -2.02112  0.072
24 H -1.26887 -0.82887 0.42584  0.103
25 H -0.06506 -2.24664 -0.00848  0.099
26 H -1.92550 -3.06739 -1.33432  0.098
27 H -1.18337 -1.92777 -2.64219  0.097
28 H -3.98105 -1.71098 -2.18404  0.108
29 H -3.44315 -0.81402 -0.53096  0.097
30 H -1.81610 0.13514 -3.12368  0.107
31 H -2.53484 1.11406 -1.62321  0.099
32 H -4.05982 0.01916 -4.34077  0.111
33 H -3.62893 1.82948 -4.01390  0.101
34 H -6.09313 1.66943 -3.48005  0.112
35 H -6.01997 -0.10954 -2.86178  0.109
36 H -4.60206 1.23642 -0.58012  0.068
37 H -6.47544 1.15462 -0.76163  0.117
38 H -5.63053 3.50323 -0.05542  0.111
39 H -6.64756 3.52245 -1.64695  0.108
40 H -4.46106 3.66626 -3.17415  0.100
41 H -4.75778 5.15941 -2.06245  0.106
42 H -2.28864 3.22666 -2.09733  0.095
43 H -2.44951 5.02481 -1.55922  0.105
44 H -3.49211 2.72287 0.56327  0.075
45 H -3.08025 4.63790 0.76578  0.127
46 H -0.93969 2.20533 0.21334  0.083
47 H -1.34435 3.09394 1.82974  0.100
48 H -0.63398 5.24696 -0.36774  0.081
49 H -0.08420 5.01990 1.43492  0.104
50 H 1.27839 2.71650 0.07838  0.067
51 H 2.13274 4.26928 0.77039  0.069
52 H 2.33571 4.72839 -3.09790  -0.007
53 H 2.73200 3.19697 -1.98402  -0.053
54 H 3.14021 4.88183 -1.13462  -0.046
55 H -1.08223 4.48822 -3.69261  0.100
56 H 0.54920 4.54539 -4.57279  0.095
57 H -0.55002 6.51140 -2.34339  0.097
58 H 0.85366 6.73617 -3.77287  0.113
59 C -1.97635 0.34469 6.46978  -0.053
60 C -1.89335 1.16853 5.19690  -0.221
61 O -2.49650 0.46725 4.09837  0.017
62 C -3.86492 0.51342 4.03326  -0.321
63 O -4.56917 1.10296 4.84985  0.140
64 C -4.37189 -0.22806 2.79806  -0.466
65 F -3.77976 -1.44649 2.63510  0.137
66 F -4.13371 0.46671 1.64935  0.122
67 F -5.71442 -0.46216 2.82999  0.139
68 H -1.53745 -0.64601 6.31569  0.084
69 H -1.45066 0.84378 7.28820  0.070
70 H -3.01604 0.18749 6.77306  0.078
71 H -0.84236 1.32800 4.93363  0.121
72 H -2.34730 2.15760 5.32331  0.116
73 C 7.26374 1.41511 2.39436  -0.068
74 C 6.37164 2.63741 2.26800  -0.206
75 O 4.99231 2.25064 2.16703  0.023
76 C 4.37074 1.92472 3.34448  -0.321
77 O 4.92744 1.94342 4.43996  0.116
78 C 2.90261 1.58031 3.10257  -0.470
79 F 2.72732 0.73207 2.04829  0.138
80 F 2.15492 2.68694 2.82814  0.137
81 F 2.31243 0.97810 4.17365  0.132
82 H 7.08437 0.72122 1.56719  0.085
83 H 8.31804 1.70440 2.39435  0.079
84 H 7.05669 0.86718 3.31878  0.073
85 H 6.61907 3.17581 1.34700  0.131
86 H 6.52001 3.33579 3.09900  0.124
87 C 0.74566 -3.86265 -4.38531  -0.052
88 C 0.24649 -4.56373 -3.13425  -0.206
89 O 0.32636 -5.98959 -3.28555  0.011
90 C 1.56471 -6.54647 -3.09765  -0.327
91 O 2.57167 -5.89815 -2.82189  0.145
92 C 1.50059 -8.06575 -3.23979  -0.466
93 F 0.79782 -8.46271 -4.33992  0.140
94 F 0.89600 -8.65572 -2.16956  0.129
95 F 2.73032 -8.64374 -3.34874  0.141
96 H 0.20515 -4.21963 -5.26751  0.090
97 H 0.61405 -2.78063 -4.30062  0.049
98 H 1.80651 -4.06832 -4.55835  0.084
99 H -0.80927 -4.31948 -2.97602  0.106
100 H 0.79012 -4.23622 -2.24122  0.130
101 C 6.07795 -0.54405 -6.15545  -0.070
102 C 5.18585 0.67825 -6.28181  -0.209
103 O 3.80652 0.29147 -6.38278  0.007
104 C 3.18496 -0.03445 -5.20534  -0.315
105 O 3.74165 -0.01575 -4.10986  0.150
106 C 1.71683 -0.37885 -5.44725  -0.457
107 F 1.54153 -1.22710 -6.50152  0.136
108 F 0.96913 0.72778 -5.72167  0.155
109 F 1.12665 -0.98107 -4.37616  0.092
110 H 5.89858 -1.23794 -6.98263  0.080
111 H 7.13226 -0.25476 -6.15547  0.080
112 H 5.87090 -1.09198 -5.23104  0.076
113 H 5.43328 1.21664 -7.20281  0.124
114 H 5.33422 1.37662 -5.45081  0.131
115 C 3.76806 4.19178 6.40896  -0.056
116 C 2.83826 5.39036 6.47762  -0.202
117 O 1.46830 4.97749 6.35484  0.017
118 C 0.88885 4.46919 7.48833  -0.321
119 O 1.47464 4.35134 8.56225  0.138
120 C -0.57493 4.11524 7.23412  -0.456
121 F -0.75478 3.41871 6.07470  0.124
122 F -1.36119 5.22486 7.13652  0.149
123 F -1.11804 3.34953 8.22250  0.138
124 H 3.58596 3.61588 5.49625  0.058
125 H 4.81327 4.51195 6.42553  0.088
126 H 3.60220 3.51276 7.25103  0.083
127 H 3.04484 6.06076 5.63666  0.129
128 H 2.98936 5.96916 7.39548  0.124
129 C -1.07897 -10.75245 -0.75340  -0.062
130 C -0.81882 -9.83844 0.43096  -0.209
131 O -1.87228 -9.95175 1.40036  0.013
132 C -1.81036 -11.03939 2.23232  -0.325
133 O -0.92674 -11.89188 2.17924  0.140
134 C -2.95718 -11.01373 3.24063  -0.472
135 F -4.16159 -10.73821 2.66165  0.139
136 F -2.77258 -10.06568 4.20298  0.143
137 F -3.11632 -12.19736 3.89780  0.138
138 H -2.06529 -10.55269 -1.18368  0.087
139 H -0.31814 -10.61057 -1.52559  0.066
140 H -1.07160 -11.80430 -0.45142  0.077
141 H -0.80889 -8.79694 0.09256  0.124
142 H 0.15571 -10.03701 0.89048  0.129

Forces on atoms 1 to 6 (eV/Å):
0.43 0.70 -0.23
0.43 0.07 -0.34
-0.49 -0.50 -0.18
1.53 0.38 0.03
-0.63 -0.13 0.67
0.31 -0.73 -0.43